ORCA calculation (ωB97M-V/def2-TZVPD) on a molecular structure, C24H30Br4N2O2Se2Si2TaTe.

Calculated values
Kohn-Sham gap	0.2004	hartree
max |F|	0.12	eV/Å
relative energy (zero: lowest compared OMol25 entry of this formula, charge and spin)	0.343	eV

Geometry as ORCA input:
```
! RIJCOSX wB97M-V def2-TZVPD def2/J DEFGRID3
* xyz 3 1
Ta 0.307 -0.628 1.250
Se 1.948 -2.644 2.153
Se 1.167 -2.607 4.354
C 0.768 -0.738 4.457
C 0.809 -0.193 5.730
C 0.481 1.140 5.909
C 0.141 1.906 4.801
C 0.115 1.301 3.568
N 0.416 -0.009 3.380
C 3.164 -1.144 2.139
C 4.467 -1.136 2.575
C 5.181 0.052 2.428
C 4.562 1.154 1.856
C 3.247 1.053 1.439
N 2.549 -0.086 1.577
H 1.101 -0.808 6.572
H 0.499 1.576 6.900
H -0.117 2.951 4.890
H -0.190 1.863 2.693
H 4.915 -2.020 3.009
H 6.211 0.109 2.755
H 5.093 2.088 1.728
H 2.732 1.895 0.992
Br -6.607 -0.565 1.694
C -4.833 -1.108 1.495
C -4.523 -2.468 1.259
Br -5.885 -3.736 1.149
C -3.198 -2.885 1.098
Br -2.685 -4.650 0.770
C -2.217 -1.916 1.181
O -0.867 -2.119 1.041
C -2.521 -0.588 1.428
O -1.397 0.192 1.449
C -3.821 -0.150 1.579
Br -4.111 1.677 1.867
C 3.706 -1.325 -2.982
Si 1.903 -1.007 -2.710
C 1.354 -1.823 -1.061
C 0.820 -1.550 -4.108
C 1.677 0.837 -2.277
Te 0.189 1.362 -0.849
C -1.549 0.588 -1.799
Si -2.337 1.833 -3.059
C -2.935 3.264 -2.034
C -1.005 2.344 -4.258
C -3.698 0.862 -3.861
H 3.888 -2.381 -3.191
H 4.313 -1.040 -2.120
H 4.069 -0.761 -3.843
H 1.570 -2.884 -0.948
H 0.266 -1.686 -1.003
H 1.956 -1.241 -0.341
H 0.942 -2.620 -4.287
H 1.114 -1.037 -5.027
H -0.242 -1.360 -3.947
H 1.421 1.437 -3.152
H 2.606 1.248 -1.874
H -2.259 0.402 -0.990
H -1.267 -0.363 -2.251
H -2.121 3.786 -1.523
H -3.663 2.945 -1.285
H -3.427 4.000 -2.673
H -0.225 2.956 -3.794
H -1.447 2.964 -5.042
H -0.542 1.489 -4.757
H -4.429 0.506 -3.132
H -3.317 0.002 -4.415
H -4.233 1.495 -4.573
*
```

Quick look at the Löwdin charges, all values in e: 1.532, 0.824, 0.879, -0.610, -0.058, 0.029, 0.013, -0.094, -0.116, -0.591, -0.016, 0.030, 0.017, -0.092, -0.162, 0.127, 0.145, 0.138, 0.114, 0.139, 0.144, 0.138, 0.105, 0.849, -0.723, -0.721, 0.852, -0.653, 0.875, -0.336, -0.294, -0.362, -0.353, -0.656, 0.862, -0.153, 0.469, -0.250, -0.145, -0.499, 1.409, -0.486, 0.422, -0.168, -0.172, -0.155, 0.056, 0.039, 0.058, 0.066, 0.006, -0.033, 0.058, 0.059, 0.027, 0.009, 0.017, 0.008, 0.006, 0.029, 0.025, 0.055, 0.031, 0.057, 0.035, 0.045, 0.044, 0.055